# C28H90N6O14

A 14-piece molecular cluster, C28H90N6O14 overall at a distorted geometry (the ωB97M-V functional and the def2-TZVPD basis, the Open Molecules 2025 dataset).

Output
HOMO, eV: -9.17
Relative energy (zero: lowest compared OMol25 entry of this formula, charge and spin), kcal per mole: 153.2
DFT total energy, eV: -68092.3329
Kohn-Sham gap, Ha: 0.343

Each line ends with the Mulliken charge.
Cartesian coordinates (Å):
C 19.6856 11.8966 6.3760  -1.616
C 18.8511 11.9003 7.6205  0.716
C 19.4991 12.7377 8.7690  -0.659
O 20.5764 11.9737 9.3423  -0.322
C 20.1408 11.0306 10.3303  -0.664
N 17.4892 12.4425 7.3768  -0.704
H 20.7603 11.7481 6.4807  0.344
H 19.6101 12.8725 5.8964  0.401
H 19.4386 11.1588 5.6127  0.374
H 18.7950 10.8669 7.9626  0.171
H 18.7277 12.8478 9.5311  0.297
H 19.7305 13.7368 8.3999  0.369
H 19.2362 10.5078 10.0196  0.285
H 20.0538 11.5284 11.2961  0.262
H 20.8893 10.2595 10.5125  0.256
H 17.1007 12.0325 6.5395  0.276
H 16.9041 11.9844 8.0608  0.216
C 20.5224 16.8697 14.1953  -1.328
C 20.4244 17.0586 15.7432  0.255
C 19.3902 18.0697 16.1803  -0.705
O 19.2642 18.0936 17.6262  -0.352
C 17.9446 18.1703 18.0951  -0.731
N 20.0393 15.7944 16.2929  -0.680
H 20.7940 17.8056 13.7070  0.359
H 19.5229 16.6577 13.8157  0.327
H 21.2187 16.0888 13.8897  0.323
H 21.3838 17.3787 16.1498  0.329
H 18.4238 17.9632 15.6873  0.421
H 19.7575 19.0261 15.8082  0.287
H 17.3908 17.2758 17.8101  0.304
H 17.3537 18.9277 17.5801  0.324
H 17.8791 18.2113 19.1824  0.271
H 19.1501 15.6921 15.8250  0.307
H 19.8373 15.9736 17.2661  0.291
C 25.0116 6.8316 4.3184  -1.232
C 26.3384 7.6262 4.4419  0.278
C 26.6695 8.5054 5.6510  -0.700
O 26.5062 7.7415 6.8676  -0.309
C 26.3784 8.5914 7.9969  -0.737
N 27.4285 6.6660 4.0618  -0.699
H 24.7122 6.6271 3.2904  0.397
H 24.1654 7.4299 4.6560  0.334
H 25.0875 5.9218 4.9139  0.280
H 26.4026 8.1694 3.4991  0.240
H 25.9356 9.3109 5.6264  0.363
H 27.6341 9.0105 5.6031  0.414
H 25.4469 9.1543 7.9366  0.303
H 27.2478 9.2363 8.1255  0.300
H 26.4296 7.9393 8.8688  0.251
H 27.0817 6.1312 3.2783  0.264
H 27.5360 6.0995 4.8910  0.253
C 12.3169 9.4627 10.8330  -1.272
C 13.6060 8.6014 10.7885  0.417
C 13.7773 7.7569 12.0139  -0.737
O 14.0973 8.6642 13.0906  -0.255
C 13.6469 8.1861 14.3813  -0.754
N 13.5700 7.7322 9.6094  -0.664
H 11.4781 8.8116 11.0791  0.305
H 12.2063 10.0444 9.9179  0.359
H 12.2852 10.1723 11.6598  0.276
H 14.4656 9.2602 10.6658  0.289
H 14.5097 6.9856 11.7759  0.343
H 12.8306 7.2448 12.1858  0.321
H 12.5686 8.0269 14.3804  0.333
H 13.8673 8.9523 15.1245  0.239
H 14.1090 7.2858 14.7862  0.304
H 12.7560 7.1414 9.7011  0.237
H 13.5228 8.1471 8.6898  0.255
C 21.2797 3.3061 11.2659  -1.457
C 21.3775 2.2472 10.2004  0.437
C 22.6654 1.3902 10.1935  -0.635
O 22.7486 0.3770 9.1931  -0.357
C 22.8245 0.7515 7.7992  -0.631
N 20.1428 1.4404 10.4202  -0.720
H 21.2375 2.9041 12.2782  0.316
H 20.3158 3.7880 11.1027  0.378
H 22.1339 3.9813 11.2147  0.378
H 21.2668 2.6469 9.1924  0.284
H 22.7645 0.9817 11.1992  0.313
H 23.5220 2.0480 10.0459  0.323
H 22.9887 -0.0646 7.0956  0.250
H 23.6988 1.3925 7.6856  0.280
H 21.8959 1.2530 7.5265  0.270
H 20.2717 0.6919 9.7544  0.286
H 20.2855 0.9198 11.2738  0.285
C 13.7172 15.1159 13.4749  -1.330
C 13.4356 14.8899 14.9054  0.504
C 12.0655 14.2140 15.1198  -0.599
O 10.9195 14.7632 14.4553  -0.351
C 9.7830 13.8990 14.6645  -0.753
N 14.5092 14.0758 15.4031  -0.677
H 13.9561 14.1535 13.0225  0.242
H 14.5825 15.7237 13.2104  0.329
H 12.9209 15.5980 12.9079  0.334
H 13.4201 15.7856 15.5263  0.327
H 11.8078 14.1646 16.1777  0.328
H 12.0450 13.1765 14.7861  0.281
H 8.8360 14.3429 14.3574  0.277
H 9.6506 13.5024 15.6710  0.297
H 9.8859 13.0422 13.9985  0.307
H 14.4870 13.8835 16.3944  0.292
H 14.3420 13.1360 15.0730  0.197
O 22.0045 18.3714 5.0165  -0.644
H 21.9074 17.7169 4.3249  0.324
H 22.6345 17.9858 5.6252  0.317
O 23.0101 14.7872 1.9452  -0.631
H 23.9499 14.9641 1.9864  0.319
H 22.9452 13.8322 1.9538  0.313
O 24.0129 12.7904 15.9405  -0.643
H 24.5624 13.4384 15.4996  0.311
H 23.1581 13.2139 16.0187  0.328
O 12.6087 10.0283 4.1240  -0.643
H 12.2720 9.2267 3.7235  0.322
H 11.9361 10.6859 3.9470  0.321
C 25.3736 15.9228 8.1583  -0.549
O 25.3079 17.3241 8.1497  -0.482
H 25.4537 15.5802 7.1266  0.212
H 26.2812 15.6439 8.6937  0.268
H 24.6536 15.2931 8.6808  0.251
H 25.8137 17.6909 8.8786  0.303
C 15.6732 14.9474 0.8611  -0.526
O 15.5390 16.0965 0.0246  -0.492
H 16.3068 15.2434 1.6972  0.251
H 14.7657 14.4713 1.2325  0.239
H 16.3387 14.2508 0.3512  0.231
H 14.8531 16.6286 0.4343  0.297
C 20.0436 8.2499 17.0938  -0.436
O 21.2867 7.5374 17.1021  -0.495
H 19.3427 7.8276 16.3737  0.214
H 19.5384 8.1940 18.0581  0.240
H 20.3469 9.2581 16.8118  0.184
H 21.1401 6.7729 17.6639  0.293
C 15.2166 17.6634 6.8467  -0.424
O 14.2619 16.7870 6.2021  -0.519
H 16.1252 17.6913 6.2452  0.213
H 14.7819 18.6516 6.9971  0.211
H 15.3521 17.1891 7.8187  0.217
H 14.5999 15.8887 6.1807  0.300